{
  "formula": "C4H10N2S2",
  "method": "wB97M-V/def2-TZVPD",
  "elements": ["N", "H", "H", "H", "S", "C", "S", "H", "H", "H", "C", "N", "C", "H", "H", "C", "H", "H"],
  "coordinates": [[0.69, 0.94, 0.24], [-2.28, -0.58, 0.70], [-0.10, -2.24, 1.15], [-0.66, 2.53, 0.39], [3.07, -0.23, 0.26], [-0.35, -1.31, 0.46], [0.68, -1.59, -0.99], [0.87, 2.85, -0.25], [3.31, -1.13, -0.54], [-1.82, -0.66, -0.89], [1.64, 0.42, -0.52], [0.24, -0.04, 1.10], [-1.79, -1.26, 0.05], [-2.45, -2.20, 0.14], [-0.39, 1.87, -1.33], [0.07, 2.09, -0.32], [-0.40, 0.39, 1.86], [1.75, 0.88, -1.49]],
  "mulliken_charge": [0.160, 0.348, 0.332, 0.307, -0.124, 0.165, -0.288, 0.395, 0.110, 0.245, -0.412, -0.488, -1.123, 0.290, 0.348, -1.020, 0.278, 0.476],
  "e_tot_ha": -1064.1567,
  "homo_lumo_gap_ha": 0.3101,
  "lumo_energy_ev": 0.6857,
  "total_charge": 0,
  "de_lowest_kj_mol": 369.1,
  "e_homo_ev": -7.75
}